C21H23FN2O3S2 | ωB97M-V/def2-TZVPD

```
52
Properties=species:S:1:pos:R:3:forces:R:3
C -4.6099 -2.2397 -1.7866 1.016 -4.079 -1.517
C -4.6028 -0.7509 -1.7279 7.513 -2.290 -0.465
C -4.2637 -0.1789 -3.0191 4.165 4.684 -0.257
C -4.1032 1.4264 -2.9715 3.324 -0.956 -1.440
H -4.9947 1.8539 -2.7515 -2.352 1.591 1.669
H -3.7836 1.9465 -3.9039 0.079 -1.092 0.443
O -2.8746 2.0127 -1.9979 0.697 -6.245 -16.693
C -3.2816 2.2351 -0.9690 -0.635 6.460 14.176
O -4.3640 2.3782 -0.5095 -3.612 -0.830 0.870
C -2.0843 2.7683 -0.1591 2.076 -10.156 -0.542
H -2.0731 3.6418 0.1937 -0.388 7.220 2.250
H -1.9318 2.0585 0.8132 -0.369 1.588 -2.247
S -0.5426 2.4443 -1.2691 0.346 1.031 3.300
C 0.6447 2.8820 0.2347 2.914 -0.306 -9.090
C 0.6511 1.8782 1.1710 -8.864 7.580 7.567
O -0.0868 2.0635 2.2902 1.678 -1.397 -3.831
N 1.5240 1.0847 1.1362 7.891 -12.657 1.886
N 2.5320 0.9070 0.2804 1.512 -4.111 -0.839
C 3.0272 -0.3685 0.3987 0.591 4.548 0.569
C 4.2528 -0.6279 -0.3177 0.822 0.042 -3.665
C 4.7691 -0.0465 -1.6194 -4.480 3.733 5.334
C 5.9043 -0.6798 -1.9513 1.092 0.418 -5.820
C 6.1057 -1.8896 -1.3908 3.038 -3.528 -0.285
S 5.1655 -2.0767 0.0295 -0.468 0.538 -1.025
H 6.8563 -2.8027 -1.8501 -2.228 3.024 1.853
H 6.2348 -0.3231 -3.0160 0.401 -1.142 2.185
H 4.3342 1.0874 -1.9958 1.362 -3.825 0.981
C 2.6060 -1.2299 1.6377 5.629 13.930 3.865
H 3.5497 -1.1087 2.4042 -2.394 -1.066 -1.940
H 2.3473 -2.0092 1.2980 -3.156 -11.370 -3.677
C 1.4501 -0.3710 2.0985 1.729 3.602 1.155
C 0.1860 -1.0018 1.8124 -1.959 0.058 9.348
C -0.3402 -1.2988 0.6951 4.472 1.727 -5.506
C -1.4728 -1.8327 0.4073 -4.202 -1.892 7.513
C -2.2258 -2.1636 1.5853 -0.859 -1.693 3.689
C -1.9207 -2.0228 3.0269 9.392 4.232 -13.126
C -0.6577 -1.3429 2.8953 -0.034 1.373 8.000
H -0.2785 -0.8442 4.2568 -0.677 -1.515 -4.284
H -2.4530 -2.1493 3.7790 -4.727 -1.358 6.521
F -3.3608 -2.9162 1.6216 -0.815 0.026 -2.337
H -1.9407 -2.0268 -0.3993 -2.512 -1.243 -6.072
H 0.4160 -0.9843 0.0379 0.123 0.125 -2.845
H 1.7116 0.1257 3.1210 -1.537 -1.393 -1.670
H 1.7153 3.0542 -0.3987 -2.641 -1.057 1.841
H 0.4865 3.8188 0.4744 -1.606 4.286 1.948
H -3.2539 -0.3955 -3.4243 -0.480 -0.964 0.542
H -4.8874 -0.2558 -3.8242 -2.196 -0.741 -1.963
H -3.7960 -0.3752 -1.0203 -1.056 -0.578 -0.430
H -5.4492 -0.5093 -1.3871 -6.613 2.580 2.617
H -4.6399 -2.8042 -0.8017 -0.640 0.959 -1.061
H -3.6753 -2.7717 -2.2715 -1.218 1.556 0.775
H -5.4051 -2.6144 -2.5527 0.857 0.576 1.731
```
Positions in Å, forces in eV/Å.

Values from the calculation:
total charge: 0
highest occupied orbital energy: -8.0 eV
HOMO-LUMO gap: 7.2 eV
energy relative to the best compared isomer or geometry (same formula, charge and spin): 17.897 eV

---

C5H15N3Si3 | ωB97M-V/def2-TZVPD

```
26
Properties=species:S:1:pos:R:3:forces:R:3
C 0.7161 0.6503 3.3011 0.135 -1.328 -0.503
C 0.8640 -2.1636 1.2908 -0.195 1.894 -1.333
C 0.7884 1.3632 2.1995 2.052 0.504 -0.738
C -0.0782 -1.4626 0.6021 1.670 -2.293 0.136
C -2.5689 -0.8008 -2.4724 -0.942 -2.441 2.694
N 0.7228 0.7367 -1.2307 1.971 -0.649 0.019
N 2.8353 -0.4798 0.8176 -2.009 3.592 2.143
N -1.3485 -0.2879 -1.9473 1.035 -0.139 0.861
Si -0.7789 1.3261 -1.9311 0.629 0.533 -0.650
Si 2.1289 1.0291 0.8780 -0.961 -2.989 -0.157
Si 0.1299 -0.9730 -1.1423 -1.031 1.611 -1.878
H 0.0786 0.9348 4.0858 -0.597 0.353 1.164
H 1.1955 -0.3152 3.3577 0.131 -0.053 0.234
H 1.0681 -2.0924 2.3414 -0.845 -0.444 0.616
H 1.7934 -2.4127 0.8028 -0.296 -0.798 -0.385
H 0.3904 2.3562 2.2965 -0.492 0.427 -0.562
H -0.8755 -0.9718 1.0779 -1.037 0.502 0.833
H -3.4517 -0.4606 -1.8483 0.688 -0.554 -0.858
H -2.6841 -0.5533 -3.4589 -0.565 1.124 -2.556
H -2.5714 -1.9492 -2.5378 -0.023 1.474 0.578
H 1.6413 0.7384 -1.7404 -1.371 0.371 0.552
H 3.3734 -0.8376 0.1024 1.684 -0.502 -1.746
H -1.3184 2.2792 -0.9132 -0.263 -0.085 -0.410
H -0.6818 2.0209 -3.3352 -0.124 -0.532 1.184
H 2.2711 2.2419 0.1340 0.756 0.893 -0.206
H 0.8473 -1.6652 -2.2764 0.002 -0.472 0.970
```
Positions in Å, forces in eV/Å.

Values from the calculation:
total charge: 0
highest occupied orbital energy (alpha / beta): -8.3 / -8.3 eV
HOMO-LUMO gap (alpha / beta): 8.6 / 8.6 eV